Computed, not measured: a molecular structure, C24H32CoN7O3P, with ωB97M-V/def2-TZVPD.

XYZ file:
```
68
Properties=species:S:1:pos:R:3:forces:R:3
Co 0.249 0.247 0.150 -0.35 -0.26 0.29
P 1.418 -1.643 0.567 0.03 0.08 -0.02
O -1.191 -0.841 0.987 -0.14 0.01 -0.38
O -0.851 1.795 0.317 0.48 0.41 -0.25
O 0.902 0.703 1.859 0.02 0.00 0.04
N 3.871 -2.763 0.996 0.00 -0.01 0.02
N -0.365 -0.059 -1.645 0.23 0.06 0.04
N 2.114 -3.310 2.614 0.00 -0.01 0.00
N -2.070 0.613 2.506 0.01 -0.10 -0.02
N -3.173 -1.325 1.914 0.00 -0.02 -0.03
N 2.056 -4.288 0.374 0.00 -0.01 0.00
N 1.705 1.022 -0.783 0.05 -0.03 0.03
C -2.120 -0.503 1.771 0.13 0.13 0.21
C 3.524 -2.984 2.402 0.00 0.01 -0.01
C 1.818 1.606 2.098 -0.02 0.07 0.01
C 2.043 1.983 3.438 -0.04 -0.03 -0.02
C 3.257 -1.543 0.477 -0.02 0.00 0.00
C -4.323 -1.050 2.751 0.00 -0.01 0.01
C 1.821 0.633 -2.200 -0.04 0.07 0.02
C 2.992 2.921 3.764 0.04 0.03 -0.01
C -2.567 3.328 -0.068 -0.06 0.01 0.01
C -2.196 1.534 -1.651 0.04 0.00 -0.02
C -1.334 0.561 -2.232 -0.06 -0.12 0.01
C 2.625 2.216 1.105 0.02 -0.01 0.03
C 3.784 3.533 2.780 -0.02 -0.01 0.04
C 1.768 -4.469 1.797 -0.01 0.00 0.00
C 2.551 1.839 -0.272 -0.01 -0.02 -0.02
C -3.289 2.011 -2.408 -0.04 0.01 0.01
C -4.026 3.085 -1.991 0.01 -0.02 -0.01
C 1.249 -2.172 2.327 0.00 -0.05 -0.02
C -3.642 3.745 -0.810 0.01 0.01 0.01
C 3.598 3.169 1.474 -0.01 -0.02 -0.04
C -1.817 2.192 -0.450 -0.21 -0.28 0.12
C 1.183 -3.292 -0.241 0.01 0.02 0.00
C 0.777 -0.454 -2.462 -0.06 -0.04 -0.05
C 3.469 -3.938 0.224 -0.01 0.01 0.00
H 3.130 3.191 4.803 0.00 0.00 0.00
H 3.688 -3.769 -0.832 0.00 0.00 0.00
H 4.527 4.268 3.051 0.00 0.00 0.00
H 4.062 -4.786 0.567 0.00 0.00 0.00
H -4.837 -0.137 2.441 0.00 0.00 0.00
H -2.266 3.853 0.829 0.00 0.00 0.00
H 0.708 -4.695 1.924 0.00 0.00 0.00
H 1.147 -1.429 -2.151 -0.04 0.04 -0.03
H 4.204 3.615 0.693 0.00 0.00 0.00
H 1.612 1.501 -2.830 -0.01 0.00 0.02
H 3.593 -0.680 1.059 -0.01 0.00 0.00
H 2.348 -5.323 2.150 0.00 0.00 0.00
H -4.037 -0.967 3.801 0.00 0.00 0.00
H -5.021 -1.877 2.663 0.00 0.00 0.00
H -1.458 0.385 -3.303 0.03 0.01 0.00
H 3.778 -2.094 2.979 0.00 0.00 0.00
H -4.867 3.439 -2.569 0.00 0.00 0.00
H 3.307 2.263 -0.934 0.00 0.00 0.00
H -4.201 4.614 -0.485 0.00 0.00 0.00
H 2.832 0.282 -2.418 0.01 0.01 -0.02
H 0.138 -3.595 -0.142 -0.01 0.01 0.01
H -3.534 1.509 -3.337 0.00 0.00 0.00
H 0.522 -0.503 -3.523 0.01 0.00 -0.01
H 1.409 -3.238 -1.308 -0.01 -0.02 0.01
H 3.574 -1.386 -0.558 0.00 0.00 0.00
H 1.433 1.515 4.200 0.01 0.00 0.00
H 1.503 -1.325 2.961 0.01 0.01 0.02
H -3.177 -2.120 1.299 0.00 0.00 0.01
H 0.207 -2.431 2.519 0.01 0.00 -0.01
H -1.338 1.270 2.270 0.03 0.02 0.02
H -2.831 0.893 3.095 -0.03 0.03 -0.04
H 4.124 -3.818 2.768 0.00 0.00 0.00
```
Forces are in eV/Å.

Properties
Total charge   +1
Frontier orbital gap   7.9536 eV
Relative energy (zero: lowest compared OMol25 entry of this formula, charge and spin)   0.000 eV
HOMO   -10.54 eV

The molecule's Mulliken atomic charges, reported in e, are given here: atom 1 (Co): -0.002, atom 2 (P): 2.448, atom 3 (O): -0.566, atom 4 (O): -0.418, atom 5 (O): -0.048, atom 6 (N): 0.126, atom 7 (N): 0.318, atom 8 (N): 0.124, atom 9 (N): -0.143, atom 10 (N): -0.181, atom 11 (N): 0.107, atom 12 (N): 0.614, atom 13 (C): 0.376, atom 14 (C): -0.851, atom 15 (C): 0.598, atom 16 (C): -1.008, atom 17 (C): -1.191, atom 18 (C): -1.053, atom 19 (C): -1.018, atom 20 (C): -0.578, atom 21 (C): -0.947, atom 22 (C): 0.570, atom 23 (C): -0.261, atom 24 (C): 0.893, atom 25 (C): -0.891, atom 26 (C): -0.900, atom 27 (C): -0.357, atom 28 (C): -0.644, atom 29 (C): -0.830, atom 30 (C): -1.095, atom 31 (C): -0.487, atom 32 (C): -0.864, atom 33 (C): 0.500, atom 34 (C): -1.393, atom 35 (C): -0.098, atom 36 (C): -0.954, atom 37 (H): 0.456, atom 38 (H): 0.401, atom 39 (H): 0.422, atom 40 (H): 0.323, atom 41 (H): 0.333, atom 42 (H): 0.465, atom 43 (H): 0.397, atom 44 (H): -0.517, atom 45 (H): 0.422, atom 46 (H): 0.459, atom 47 (H): 0.449, atom 48 (H): 0.330, atom 49 (H): 0.300, atom 50 (H): 0.340, atom 51 (H): 0.330, atom 52 (H): 0.426, atom 53 (H): 0.420, atom 54 (H): 0.408, atom 55 (H): 0.425, atom 56 (H): 0.578, atom 57 (H): 0.355, atom 58 (H): 0.394, atom 59 (H): 0.592, atom 60 (H): 0.352, atom 61 (H): 0.168, atom 62 (H): 0.492, atom 63 (H): 0.380, atom 64 (H): 0.266, atom 65 (H): 0.276, atom 66 (H): 0.108, atom 67 (H): 0.254, atom 68 (H): 0.299

Computed, not measured: a molecular structure, C37H59N7O8PSV, with ωB97M-V/def2-TZVPD.

XYZ file:
```
114
Properties=species:S:1:pos:R:3:forces:R:3
V 0.736 -0.537 -1.283 0.38 -0.04 -0.02
S -1.718 -5.660 0.527 -0.08 0.01 0.04
P 0.688 0.762 2.028 0.15 -0.17 -0.13
O -1.114 -0.027 -0.993 -1.07 0.48 0.10
O 1.663 -2.350 -0.535 -0.26 0.12 -0.06
O -2.752 -0.422 0.452 0.82 -0.69 -0.03
O 4.160 5.797 0.239 0.00 -0.04 -0.09
O 0.313 -2.328 -2.251 0.24 -0.09 -0.12
O -2.405 -6.896 0.746 0.01 0.02 0.02
O 7.493 1.129 -1.735 -0.04 -0.02 0.00
O -1.659 -4.621 1.514 0.01 -0.04 0.05
N 2.703 -0.073 -2.080 0.30 -0.09 -0.02
N -5.655 2.488 2.519 -0.08 0.19 -0.07
N -4.385 0.597 2.224 -0.93 0.44 0.48
N 1.460 2.342 -2.289 -0.12 0.01 0.05
N -5.670 1.422 0.478 0.02 0.03 -0.13
N -1.566 2.768 -0.574 0.02 -0.14 0.07
N -0.170 -6.083 0.203 0.05 0.07 -0.10
C 3.383 1.470 3.004 0.04 -0.01 0.06
C 0.983 -4.489 -1.402 0.09 -0.03 0.03
C -5.238 1.488 1.727 0.36 -0.15 0.44
C -3.168 -5.201 -3.185 -0.01 0.03 -0.03
C -3.227 -3.816 -3.343 0.01 -0.02 -0.01
C -2.746 -5.764 -1.994 -0.01 -0.03 0.01
C 2.655 2.324 -1.693 0.14 -0.09 0.02
C -3.605 1.963 -1.599 0.06 0.11 -0.10
C 3.249 3.461 -1.158 0.01 0.04 0.01
C -4.706 0.915 -1.774 -0.07 -0.05 -0.01
C 5.498 -0.113 -2.076 -0.06 0.00 0.00
C 6.996 -0.163 -2.012 -0.01 0.05 0.00
C -2.875 -3.010 -2.266 -0.01 0.01 0.05
C 4.793 1.039 -1.765 0.05 0.01 -0.03
C 3.288 5.967 -0.861 0.04 0.01 0.03
C -3.631 -3.209 -4.657 -0.04 0.02 -0.03
C -5.283 0.376 -0.476 -0.16 0.02 0.02
C -2.134 0.330 -0.313 0.72 -0.20 -0.21
C -2.376 -4.935 -0.941 0.06 0.01 -0.10
C 3.393 -1.146 -2.479 0.03 -0.19 -0.04
C 1.175 -0.983 2.418 -0.03 -0.09 0.05
C 0.986 -2.986 -1.401 -0.10 0.20 0.13
C 1.410 4.717 -1.986 0.01 0.06 0.00
C 0.459 1.661 4.797 0.05 0.03 0.07
C -1.376 2.241 3.187 0.02 0.04 0.05
C 1.924 3.246 1.972 0.01 0.04 0.00
C -2.450 -3.556 -1.065 0.03 0.00 0.03
C 1.654 -1.304 3.834 -0.01 -0.02 0.08
C 2.627 4.690 -1.318 -0.06 -0.02 -0.04
C 3.405 1.035 -1.798 0.01 0.21 0.00
C 2.259 1.752 2.010 0.09 0.10 0.00
C 4.768 -1.219 -2.492 0.01 0.03 -0.06
C -0.022 -1.883 2.094 -0.08 0.01 0.05
C -0.294 1.218 3.543 -0.08 0.14 0.02
C 0.867 3.526 -2.434 0.01 -0.06 0.01
C -2.616 1.773 -0.441 -0.14 0.05 -0.01
C 0.874 -5.082 0.023 -0.04 -0.05 -0.03
H -0.806 0.277 3.771 0.02 -0.03 0.00
H -4.022 2.964 -1.462 -0.08 -0.05 -0.04
H -1.969 1.900 2.337 0.01 0.04 0.02
H 0.205 -2.922 2.334 -0.01 0.01 -0.01
H -6.283 3.193 2.178 -0.06 -0.02 0.04
H -4.476 -0.195 -0.033 -0.56 -0.09 0.00
H -3.459 -5.845 -4.007 0.01 0.02 0.01
H -3.135 1.959 0.500 0.05 0.16 -0.10
H -0.237 1.746 5.636 0.00 0.00 -0.02
H -4.295 -2.356 -4.513 0.01 0.01 0.01
H 4.193 3.415 -0.632 -0.03 -0.01 -0.04
H 3.722 0.437 2.949 0.00 0.03 -0.02
H -2.176 -2.912 -0.237 -0.02 -0.02 -0.02
H 0.883 5.648 -2.153 0.01 -0.01 0.00
H 0.177 -4.833 -2.047 -0.05 0.00 0.01
H -3.044 2.005 -2.537 0.08 0.02 0.06
H 3.092 1.680 4.034 0.01 0.00 -0.05
H 3.908 6.336 -1.680 0.01 0.03 0.01
H 2.824 3.810 1.713 -0.03 -0.03 0.03
H -4.146 -3.933 -5.289 0.01 0.00 0.02
H -3.935 0.789 3.102 -0.12 0.03 0.10
H -0.328 -1.829 1.050 0.03 0.02 -0.03
H 5.338 1.945 -1.547 -0.02 -0.05 -0.01
H 3.636 5.677 1.036 -0.03 0.04 0.05
H 2.495 -0.698 4.168 -0.05 -0.03 -0.03
H -2.718 -6.841 -1.873 0.01 0.03 0.02
H 4.242 2.107 2.772 -0.03 0.00 -0.01
H -0.090 3.528 -2.946 0.04 -0.01 -0.01
H 1.926 -4.799 -1.863 -0.02 -0.02 -0.02
H -1.023 2.533 -1.396 0.01 -0.02 -0.05
H 0.917 2.643 4.664 -0.02 -0.04 0.00
H -0.901 -1.612 2.686 0.03 -0.02 0.04
H 2.802 -1.983 -2.821 -0.03 -0.08 0.09
H -2.755 -2.854 -5.204 0.00 -0.01 0.03
H 2.528 6.729 -0.667 -0.01 0.00 0.03
H 1.241 0.963 5.089 -0.06 0.03 -0.01
H 1.971 -1.218 1.703 0.03 -0.01 -0.01
H 0.689 -4.290 0.744 -0.04 0.01 -0.01
H -3.893 -0.038 1.606 0.53 -0.18 -0.38
H 2.654 1.500 1.016 -0.01 -0.03 0.00
H -5.479 1.312 -2.438 -0.01 0.02 0.06
H 7.377 -0.547 -2.964 0.01 0.01 -0.03
H -0.115 -6.926 -0.355 0.03 0.02 0.06
H -2.038 2.406 4.046 0.02 0.01 -0.06
H 1.159 3.482 1.228 0.01 -0.02 -0.01
H -6.133 -0.285 -0.640 -0.06 0.05 -0.12
H -5.417 2.507 3.494 0.03 0.00 0.00
H -0.943 3.211 2.926 -0.02 -0.03 0.00
H 1.959 -2.352 3.883 0.00 0.01 -0.02
H 5.247 -2.128 -2.830 0.02 0.04 0.02
H -6.232 2.189 0.146 -0.15 -0.07 0.00
H 7.280 -0.875 -1.230 0.01 -0.02 0.02
H -0.914 2.664 0.200 0.01 0.02 0.04
H 0.842 -1.183 4.556 0.03 -0.02 -0.03
H -4.305 0.031 -2.276 0.03 0.04 -0.09
H 1.815 -5.543 0.319 0.01 -0.02 -0.03
H -2.903 -1.931 -2.367 0.02 0.01 -0.02
H 1.577 3.607 2.942 0.01 -0.02 -0.04
H 8.452 1.095 -1.687 0.04 0.00 0.00
```
Forces are in eV/Å.

Properties
Total charge   +1
Multiplicity   4
Frontier orbital gap (alpha / beta)   7.4502 / 8.1837 eV
Relative energy (zero: lowest compared OMol25 entry of this formula, charge and spin)   2.566 eV
<S²>   3.7563
HOMO (alpha / beta)   -9.75 / -10.52 eV

Results of the Mulliken charge analysis, in e, for atoms 1 through 99: atom 1 (V): 1.033, atom 2 (S): 1.169, atom 3 (P): 0.478, atom 4 (O): -1.116, atom 5 (O): -0.664, atom 6 (O): -1.402, atom 7 (O): -0.496, atom 8 (O): -0.679, atom 9 (O): -0.725, atom 10 (O): -0.493, atom 11 (O): -0.542, atom 12 (N): 0.144, atom 13 (N): -0.431, atom 14 (N): -0.274, atom 15 (N): -0.521, atom 16 (N): -0.108, atom 17 (N): -0.561, atom 18 (N): -0.258, atom 19 (C): -1.863, atom 20 (C): -0.847, atom 21 (C): 0.928, atom 22 (C): -0.697, atom 23 (C): 0.401, atom 24 (C): -0.856, atom 25 (C): 0.679, atom 26 (C): -1.370, atom 27 (C): 0.149, atom 28 (C): -0.268, atom 29 (C): 0.381, atom 30 (C): -0.674, atom 31 (C): 0.094, atom 32 (C): -0.490, atom 33 (C): -1.075, atom 34 (C): -1.433, atom 35 (C): -0.177, atom 36 (C): 1.371, atom 37 (C): -0.031, atom 38 (C): -0.521, atom 39 (C): 0.362, atom 40 (C): 1.624, atom 41 (C): -0.722, atom 42 (C): -1.845, atom 43 (C): -1.123, atom 44 (C): -1.222, atom 45 (C): -0.533, atom 46 (C): -1.955, atom 47 (C): 0.227, atom 48 (C): 0.236, atom 49 (C): 2.147, atom 50 (C): -1.097, atom 51 (C): -0.774, atom 52 (C): 0.660, atom 53 (C): -0.822, atom 54 (C): 0.755, atom 55 (C): 0.043, atom 56 (H): 0.527, atom 57 (H): 0.439, atom 58 (H): -0.061, atom 59 (H): 0.748, atom 60 (H): 0.176, atom 61 (H): -0.092, atom 62 (H): 0.392, atom 63 (H): 0.062, atom 64 (H): 0.468, atom 65 (H): 0.308, atom 66 (H): 0.491, atom 67 (H): 0.364, atom 68 (H): 0.732, atom 69 (H): 0.499, atom 70 (H): 0.351, atom 71 (H): 0.343, atom 72 (H): 0.283, atom 73 (H): 0.339, atom 74 (H): 0.160, atom 75 (H): 0.418, atom 76 (H): 0.283, atom 77 (H): -0.585, atom 78 (H): 0.651, atom 79 (H): 0.298, atom 80 (H): 0.364, atom 81 (H): 0.464, atom 82 (H): 0.480, atom 83 (H): 0.586, atom 84 (H): 0.343, atom 85 (H): 0.141, atom 86 (H): 0.306, atom 87 (H): 0.268, atom 88 (H): 0.644, atom 89 (H): 0.283, atom 90 (H): 0.413, atom 91 (H): 0.290, atom 92 (H): 0.410, atom 93 (H): -0.529, atom 94 (H): 0.092, atom 95 (H): -1.142, atom 96 (H): 0.511, atom 97 (H): 0.348, atom 98 (H): 0.296, atom 99 (H): 0.533

| no. | maximum force (eV Å⁻¹) | E_tot (Ha) |
| --- | --- | --- |
| 1 | 0.68 | -3266.765858 |
| 2 | 1.18 | -4113.993375 |